Record 1
{"formula": "C32H88N8O8", "method": "the ωB97M-V functional and the def2-TZVPD basis", "energy_ha": -2311.621141, "orbital_gap_ha": 0.3363, "species": ["C", "C", "C", "O", "C", "N", "H", "H", "H", "H", "H", "H", "H", "H", "H", "H", "H", "C", "C", "C", "O", "C", "N", "H", "H", "H", "H", "H", "H", "H", "H", "H", "H", "H", "C", "C", "C", "O", "C", "N", "H", "H", "H", "H", "H", "H", "H", "H", "H", "H", "H", "C", "C", "C", "O", "C", "N", "H", "H", "H", "H", "H", "H", "H", "H", "H", "H", "H", "C", "C", "C", "O", "C", "N", "H", "H", "H", "H", "H", "H", "H", "H", "H", "H", "H", "C", "C", "C", "O", "C", "N", "H", "H", "H", "H", "H", "H", "H", "H", "H", "H", "H", "C", "C", "C", "O", "C", "N", "H", "H", "H", "H", "H", "H", "H", "H", "H", "H", "H", "C", "C", "C", "O", "C", "N", "H", "H", "H", "H", "H", "H", "H", "H", "H", "H", "H"], "positions_angstrom": [[-5.739, -0.724, 4.825], [-4.462, -0.993, 3.898], [-4.158, 0.006, 2.833], [-5.196, -0.133, 1.865], [-5.022, 0.318, 0.569], [-3.344, -0.999, 4.849], [-5.673, 0.288, 5.224], [-5.954, -1.459, 5.600], [-6.563, -0.804, 4.116], [-4.471, -2.020, 3.532], [-3.162, -0.093, 2.402], [-4.262, 0.939, 3.386], [-4.792, 1.376, 0.696], [-5.863, 0.045, -0.070], [-4.196, -0.201, 0.081], [-3.289, -0.066, 5.232], [-2.536, -1.093, 4.252], [-4.177, 5.423, -6.969], [-3.422, 4.320, -6.054], [-1.919, 4.269, -6.321], [-1.716, 4.111, -7.672], [-0.327, 4.205, -8.015], [-3.642, 4.633, -4.614], [-3.666, 6.359, -6.742], [-5.199, 5.744, -6.770], [-4.156, 5.138, -8.021], [-3.891, 3.348, -6.209], [-1.394, 3.549, -5.693], [-1.497, 5.231, -6.031], [0.173, 5.047, -7.535], [-0.228, 4.142, -9.098], [0.195, 3.396, -7.503], [-4.648, 4.545, -4.624], [-3.496, 5.605, -4.382], [-2.809, 0.461, 10.633], [-3.107, 1.947, 10.315], [-2.046, 2.595, 9.272], [-2.181, 1.949, 8.001], [-1.515, 2.566, 6.904], [-4.465, 1.956, 9.898], [-1.788, 0.474, 11.016], [-2.790, -0.270, 9.824], [-3.444, 0.186, 11.474], [-3.137, 2.607, 11.182], [-1.042, 2.487, 9.682], [-2.219, 3.666, 9.169], [-0.547, 2.196, 6.565], [-1.330, 3.636, 7.001], [-2.156, 2.421, 6.034], [-4.476, 1.308, 9.123], [-4.714, 2.851, 9.501], [-1.069, -6.166, -6.456], [-2.147, -6.882, -5.619], [-2.509, -5.994, -4.406], [-2.787, -4.672, -4.916], [-2.854, -3.667, -3.924], [-3.295, -7.076, -6.483], [-0.619, -6.689, -7.299], [-0.189, -5.902, -5.869], [-1.365, -5.250, -6.967], [-1.851, -7.887, -5.319], [-1.633, -6.040, -3.759], [-3.380, -6.415, -3.904], [-2.538, -2.720, -4.361], [-2.180, -3.896, -3.099], [-3.861, -3.606, -3.510], [-3.856, -6.253, -6.317], [-2.950, -6.939, -7.423], [1.111, 6.881, -1.099], [0.574, 7.100, 0.356], [1.160, 8.393, 0.894], [2.523, 8.488, 0.881], [3.160, 7.470, 1.608], [-0.880, 7.128, 0.340], [2.165, 6.654, -1.253], [0.811, 7.709, -1.740], [0.494, 6.197, -1.683], [0.845, 6.395, 1.142], [0.673, 8.812, 1.775], [0.941, 9.101, 0.095], [3.128, 6.431, 1.278], [2.729, 7.528, 2.607], [4.178, 7.804, 1.806], [-1.244, 7.824, -0.295], [-1.253, 6.301, -0.103], [6.789, -4.127, -12.236], [6.449, -4.373, -10.800], [5.550, -3.409, -10.080], [5.427, -3.684, -8.685], [4.722, -2.736, -7.905], [5.918, -5.709, -10.784], [7.444, -4.874, -12.685], [7.346, -3.194, -12.158], [5.918, -4.118, -12.891], [7.454, -4.338, -10.378], [4.584, -3.272, -10.567], [6.123, -2.482, -10.093], [5.261, -1.789, -7.908], [4.797, -3.095, -6.878], [3.668, -2.637, -8.164], [5.111, -5.669, -11.391], [5.431, -5.638, -9.902], [4.213, -3.712, 7.889], [2.903, -3.273, 8.518], [2.757, -1.767, 9.034], [3.993, -1.386, 9.614], [4.330, -1.975, 10.867], [1.868, -3.711, 7.654], [4.069, -4.575, 7.239], [4.957, -3.865, 8.670], [4.664, -2.940, 7.265], [2.834, -3.906, 9.403], [1.914, -1.682, 9.720], [2.573, -1.128, 8.171], [3.949, -1.272, 11.608], [5.402, -2.065, 11.045], [3.979, -2.971, 11.139], [1.855, -4.685, 7.389], [0.992, -3.711, 8.157], [2.504, -2.790, 1.218], [1.792, -1.495, 1.359], [1.118, -0.912, 0.164], [2.089, -0.822, -0.894], [1.642, -0.072, -2.037], [0.882, -1.489, 2.508], [3.367, -2.728, 0.555], [1.868, -3.527, 0.728], [2.881, -3.199, 2.155], [2.586, -0.784, 1.584], [0.563, -0.011, 0.427], [0.246, -1.529, -0.052], [0.694, -0.470, -2.400], [2.374, -0.206, -2.833], [1.602, 1.004, -1.870], [0.559, -2.445, 2.535], [1.411, -1.417, 3.365]], "forces_ev_per_angstrom": [[0.422, -0.190, -2.624], [-0.125, -1.340, 3.080], [-1.974, 0.130, -0.535], [-0.738, -1.091, 0.958], [1.122, 0.247, 0.119], [0.341, -0.048, -0.366], [-0.099, -0.017, 0.105], [0.720, -0.002, -0.041], [-0.435, 0.449, 0.213], [-0.467, 0.070, -0.410], [0.092, -0.159, -0.040], [0.285, 0.805, -0.478], [-0.214, 0.367, -1.127], [-0.411, 0.545, 0.463], [0.578, 0.100, -0.023], [0.209, 0.242, 0.393], [0.749, -0.105, 0.331], [1.274, -0.675, 0.558], [-0.963, 1.652, 0.083], [-0.825, 0.961, 0.432], [1.054, -0.157, -1.479], [-0.541, -0.757, 0.948], [-0.544, -0.876, -0.739], [0.551, 0.109, -0.629], [-0.337, -1.023, 0.652], [0.389, 0.304, 0.002], [0.196, -0.091, -0.129], [-0.177, -0.564, -0.004], [0.042, 0.507, 0.306], [-0.336, 0.810, -0.501], [0.074, 0.187, 0.266], [0.126, -0.662, -0.406], [-0.352, -0.030, 0.982], [0.373, 0.309, -0.334], [1.413, 1.381, 1.240], [1.128, -0.016, -1.195], [-1.020, -1.026, 0.587], [0.607, 0.366, 0.212], [-0.472, 0.205, -0.562], [-0.870, -0.003, -1.223], [0.215, -0.362, 0.194], [-0.560, 0.425, -0.238], [-0.128, -0.350, -0.311], [0.922, -0.320, 0.456], [0.238, -0.209, 0.004], [-0.291, 0.194, -0.051], [0.250, -0.782, 0.775], [-0.436, 0.226, 0.456], [-0.185, 0.113, -0.003], [-0.610, -0.132, -0.356], [-0.201, 0.276, -0.021], [1.449, 0.182, 0.076], [0.389, 0.926, -0.827], [0.206, -0.251, -1.302], [0.412, -0.833, 0.420], [0.088, -0.392, 0.159], [-0.822, 0.274, -0.065], [-0.363, -0.995, 0.122], [0.036, 0.119, 0.327], [-0.688, 0.164, 0.606], [0.519, 0.221, 0.472], [-0.039, 0.493, 0.358], [-0.117, 0.071, 0.213], [-0.224, -0.031, -0.077], [0.169, 0.014, 0.112], [-0.151, 0.216, -0.004], [-0.566, 0.107, -0.262], [-0.294, -0.277, -0.323], [-0.639, -0.277, -0.052], [0.322, -0.147, -0.560], [-1.858, 1.680, -2.138], [1.731, -1.022, -0.280], [0.473, 0.969, 1.896], [-0.578, 0.281, 0.167], [-0.072, 0.094, 0.213], [0.579, 1.039, 0.513], [0.164, -1.184, 0.655], [0.127, -0.919, -0.666], [0.092, -0.555, 0.602], [-0.665, 0.523, 0.048], [-0.137, 0.186, -0.612], [-0.235, -0.566, 0.405], [0.199, -0.252, -0.560], [0.261, 0.732, 0.035], [0.231, -0.591, 0.329], [0.088, 1.530, -0.371], [0.861, -1.414, -0.764], [1.028, 1.971, 0.525], [-0.278, -1.199, -0.449], [0.789, -0.384, 0.178], [-0.859, -0.391, 1.508], [0.095, -0.181, 0.618], [-0.148, 0.402, -1.182], [-0.137, 0.583, -0.022], [-0.147, -0.287, 0.964], [-0.230, -0.106, -0.057], [-0.345, 0.758, -0.470], [-0.253, 0.376, -0.289], [-0.173, -0.122, -0.036], [-0.006, 0.117, -0.263], [-0.160, -0.281, -0.734], [-0.127, -1.374, 0.845], [0.878, 1.392, -0.022], [0.476, -0.710, 1.333], [1.004, -1.979, -1.086], [0.272, -0.464, -0.098], [-0.281, 0.781, 0.786], [-2.675, 0.461, -1.062], [0.061, -0.168, 0.386], [0.034, -0.441, -0.115], [-0.172, 0.189, -0.210], [0.135, 0.169, 0.720], [-0.060, -0.046, 0.211], [0.157, 0.145, 0.070], [-0.006, -0.179, 0.474], [0.186, 0.447, -0.684], [-0.638, -0.109, -0.698], [1.096, -0.175, -0.103], [-0.476, 0.701, 0.074], [0.453, -1.257, -1.283], [1.362, 1.742, 1.521], [-0.445, -0.597, -0.735], [-1.082, 0.699, 0.030], [0.461, -0.687, 0.236], [-0.379, -0.443, -0.306], [0.043, 0.251, -0.067], [-0.242, -0.321, 0.193], [-0.245, 0.182, 0.153], [0.080, 0.370, 0.193], [0.855, 0.819, 0.024], [0.007, -0.796, -0.870], [-0.216, 0.176, 0.037], [0.104, -0.237, 0.127], [-0.303, 0.045, 0.406], [-0.689, -0.188, 0.276], [0.184, 0.242, 0.095]]}



Record 2
{"formula": "C4H16ClCrN8O4", "method": "the ωB97M-V functional and the def2-TZVPD basis", "s_squared": 6.030, "charge": 1, "energy_ha": -2405.554508, "spin_multiplicity": 5, "orbital_gap_ha": [0.1505, 0.1877], "species": ["Cr", "Cl", "C", "O", "N", "N", "H", "H", "H", "H", "C", "O", "N", "N", "H", "H", "H", "H", "C", "O", "N", "N", "H", "H", "H", "H", "C", "O", "N", "N", "H", "H", "H", "H"], "positions_angstrom": [[-7.981, 1.219, -21.330], [-7.884, 2.598, -23.347], [-10.797, 5.292, -24.117], [-11.480, 6.238, -24.496], [-9.445, 5.357, -24.170], [-11.305, 4.089, -23.762], [-8.858, 4.560, -23.995], [-9.071, 6.287, -24.248], [-10.707, 3.300, -23.618], [-12.307, 4.080, -23.684], [-3.960, 3.792, -23.937], [-2.788, 4.111, -23.924], [-4.621, 3.293, -22.828], [-4.803, 4.027, -24.970], [-5.439, 2.723, -22.980], [-4.103, 3.067, -21.996], [-4.560, 4.690, -25.684], [-5.770, 3.837, -24.784], [-7.530, 0.988, -27.240], [-7.220, 0.920, -28.430], [-7.893, 2.137, -26.661], [-7.533, -0.151, -26.491], [-8.042, 2.101, -25.666], [-7.906, 2.967, -27.225], [-7.610, -0.008, -25.498], [-7.134, -0.997, -26.850], [-7.450, 4.039, -19.852], [-7.783, 2.823, -19.982], [-7.696, 4.951, -20.787], [-6.685, 4.479, -18.825], [-7.875, 4.614, -21.722], [-7.385, 5.883, -20.590], [-6.448, 3.888, -18.046], [-6.698, 5.479, -18.749]], "forces_ev_per_angstrom": [[0.228, 3.178, -0.185], [-0.131, -1.606, 1.716], [-0.797, 1.056, -1.554], [0.209, -0.616, 0.973], [1.038, 0.200, 0.374], [-0.420, 0.100, 0.368], [-0.070, 0.377, -0.012], [0.175, -0.164, -0.265], [-0.297, -0.185, 0.089], [0.081, -0.509, -0.083], [1.198, 1.134, 0.384], [-0.442, -0.321, 0.087], [-0.623, -0.580, 0.671], [-0.617, -0.395, -0.274], [0.168, 0.133, -0.060], [0.465, -0.008, -0.342], [0.178, -0.161, -0.033], [-0.161, 0.256, -0.428], [1.096, -1.296, -3.482], [-0.276, 0.324, 0.777], [-0.272, 0.069, 1.330], [-0.558, 0.598, 1.532], [-0.204, 0.728, -0.347], [-0.047, 0.056, 0.147], [0.115, -0.586, -0.023], [0.122, 0.121, -0.178], [1.449, 0.362, -0.228], [-0.092, -2.023, -0.717], [-0.447, -0.615, 0.201], [-1.130, -0.586, -0.555], [-0.283, 0.424, -0.026], [0.009, 0.290, -0.656], [-0.213, 0.132, 0.109], [0.547, 0.112, 0.688]]}



How do the records compare in ΔE to the lowest compared entry with this formula, charge and spin? In the order shown, they have 612.87 152.04 kJ/mol.